Record 1
Computed, not measured: 2 unconnected molecules or ions with the total composition C4H8Cl4 at a distorted geometry, with ωB97M-V/def2-TZVPD.

Values from the calculation:
HOMO (alpha / beta)	0.69 / -7.47	eV
spin multiplicity	2
total charge	-1

Last column: Mulliken spin population.
Atoms and positions in Å:
1 Cl 0.757 -0.660 -4.266  -0.160
2 C -0.258 -1.018 -2.862  0.932
3 C 0.577 -1.191 -1.553  1.410
4 Cl 1.480 0.285 -1.137  -0.230
5 H -0.781 -1.954 -3.059  -0.504
6 H -0.984 -0.241 -2.620  -0.239
7 H 1.297 -2.009 -1.572  -0.144
8 H -0.048 -1.524 -0.724  -0.354
9 Cl -1.436 2.648 3.035  0.043
10 C -1.019 1.080 2.099  0.741
11 C 0.478 0.840 2.153  -0.089
12 Cl 0.978 0.935 3.845  0.035
13 H -1.180 1.123 1.022  -0.163
14 H -1.637 0.246 2.433  -0.308
15 H 0.997 1.545 1.504  0.034
16 H 0.780 -0.105 1.701  -0.007



Record 2
Computed, not measured: 2 unconnected molecules or ions with the total composition C4H8Cl4 at a distorted geometry, with ωB97M-V/def2-TZVPD.

Values from the calculation:
HOMO	-10.31	eV
total charge	0
SMILES	ClCCCl.ClCCCl

Last column: Löwdin charge in e.
Atoms and positions in Å:
1 Cl -17.109 -5.384 -8.313  0.552
2 C -16.660 -4.439 -6.900  -0.693
3 C -16.759 -5.228 -5.643  -0.678
4 Cl -18.433 -5.578 -5.190  0.566
5 H -17.324 -3.575 -6.867  0.034
6 H -15.659 -4.058 -7.077  0.073
7 H -16.232 -4.739 -4.822  0.079
8 H -16.237 -6.180 -5.764  0.068
9 Cl -20.539 -5.623 -8.646  0.551
10 C -21.759 -4.462 -8.120  -0.678
11 C -21.435 -3.951 -6.752  -0.669
12 Cl -20.132 -2.746 -6.825  0.556
13 H -22.706 -4.996 -8.129  0.071
14 H -21.808 -3.639 -8.827  0.066
15 H -21.068 -4.764 -6.129  0.030
16 H -22.288 -3.477 -6.281  0.072



Record 3
Computed, not measured: a molecular structure, C4H8ClMgO2 at a distorted geometry, with ωB97M-V/def2-TZVPD.

Values from the calculation:
HOMO	-13.12	eV
total charge	+1

Last column: Löwdin charge in e.
Atoms and positions in Å:
1 Mg 0.269 3.009 -13.504  0.906
2 Cl 0.506 2.495 -11.792  0.298
3 O 1.573 -1.493 -12.450  0.076
4 C 0.490 -0.913 -12.223  -0.459
5 O -0.532 -0.657 -13.105  -0.075
6 C -0.583 -1.183 -14.416  -0.219
7 C -0.673 -2.738 -14.660  -0.031
8 C 0.298 -0.278 -10.827  -0.034
9 H 0.358 -0.780 -14.790  0.110
10 H -1.423 -0.617 -14.820  0.112
11 H 0.340 -3.117 -14.523  0.071
12 H -0.842 -2.926 -15.720  0.078
13 H -1.356 -3.270 -13.997  0.084
14 H -0.694 -0.419 -10.399  0.091
15 H 0.280 0.802 -10.972  -0.109
16 H 1.021 -0.680 -10.117  0.100



Record 4
Computed, not measured: a single C4H8ClN molecule at a distorted geometry, with ωB97M-V/def2-TZVPD.

Values from the calculation:
HOMO	-8.54	eV
total charge	0
SMILES	C[C@@H]1C[C@@]1(N)Cl

Last column: Löwdin charge in e.
Atoms and positions in Å:
1 C 1.444 -0.322 0.740  -0.133
2 C 0.268 -0.931 0.178  -0.193
3 C -0.264 -0.511 -1.236  -0.103
4 C -1.060 0.224 -0.145  -0.813
5 N -0.653 1.521 0.043  0.027
6 Cl -2.731 -0.350 0.219  0.556
7 H 2.305 -0.724 0.238  0.064
8 H 1.607 -0.790 1.718  0.077
9 H 1.685 0.804 0.816  0.112
10 H -0.104 -1.797 0.552  0.079
11 H 0.194 0.144 -1.953  0.104
12 H -0.890 -1.201 -1.645  0.047
13 H -1.099 2.067 -0.583  0.037
14 H -0.702 1.867 1.059  0.140



Record 5
Computed, not measured: a single C4H8ClN molecule at a distorted geometry, with ωB97M-V/def2-TZVPD.

Values from the calculation:
HOMO	-9.48	eV
total charge	0
SMILES	NC[C@@H]1C[C@H]1Cl

Last column: Löwdin charge in e.
Atoms and positions in Å:
1 N -1.204 1.721 2.141  -0.009
2 C -0.074 1.098 1.393  -0.275
3 C -0.342 0.423 0.157  -0.385
4 C -0.784 -1.000 0.169  -0.135
5 C 0.606 -0.617 -0.208  -0.639
6 Cl 0.937 -0.826 -1.958  0.579
7 H -2.021 1.093 2.115  0.064
8 H -1.124 1.872 3.159  0.070
9 H 0.518 1.949 1.182  0.110
10 H 0.347 0.315 2.031  0.116
11 H -0.844 1.097 -0.571  0.163
12 H -1.518 -1.610 -0.347  0.111
13 H -0.782 -1.328 1.223  0.108
14 H 1.477 -0.830 0.441  0.122



Record 6
Computed, not measured: a single C4H8ClN molecule at a distorted geometry, with ωB97M-V/def2-TZVPD.

Values from the calculation:
HOMO	-9.30	eV
total charge	0
SMILES	C=C(Cl)CCN

Last column: Löwdin charge in e.
Atoms and positions in Å:
1 C -1.632 1.449 0.251  -0.059
2 C -0.896 0.506 -0.255  -0.810
3 Cl -1.329 -1.094 -0.025  0.723
4 C 0.606 0.470 -0.588  -0.329
5 C 1.394 0.042 0.567  -0.356
6 N 2.754 -0.174 -0.088  -0.093
7 H -1.565 2.530 0.134  0.056
8 H -2.754 1.230 0.682  0.116
9 H 0.979 1.544 -0.855  0.151
10 H 0.665 -0.073 -1.499  0.084
11 H 1.161 -0.943 1.345  0.168
12 H 1.226 0.911 1.268  0.110
13 H 3.388 0.821 -0.109  0.143
14 H 3.393 -1.016 0.233  0.094



It is found that the molecular weight values, taken in the order of the records, are 197.9; 197.9; 147.9; 105.6; 105.6; 105.6 g/mol.